No. 1
# C43H40BrN2O2P2Sn

A structure of composition C43H40BrN2O2P2Sn (wB97M-V/def2-TZVPD, OMol25).

Structure (XYZ):
```
91
Properties=species:S:1:pos:R:3:forces:R:3
Sn -0.047 -0.337 -0.110 0.49 -0.63 2.26
O 2.324 0.287 -0.075 -3.34 -1.58 1.60
P 3.250 0.944 -1.057 1.96 0.64 -2.29
C 2.533 2.526 -1.686 -0.30 -0.51 0.68
P 1.373 3.116 -0.389 1.94 2.50 -0.59
O 0.198 2.189 -0.304 -2.44 -3.66 0.39
C 0.728 4.754 -0.871 0.40 -1.18 0.27
C 1.050 5.354 -2.079 0.04 0.18 -0.07
C 0.486 6.581 -2.392 0.09 -0.14 -0.11
C -0.407 7.177 -1.515 -0.04 0.11 -0.08
C -0.719 6.578 -0.304 -0.06 -0.24 0.13
C -0.161 5.352 0.017 -0.04 0.19 0.08
C 2.330 3.296 1.129 -0.38 -0.07 -0.32
C 3.468 4.100 1.112 -0.15 -0.06 -0.03
C 4.172 4.308 2.283 0.02 0.03 0.00
C 3.741 3.724 3.466 -0.02 -0.06 0.00
C 2.622 2.904 3.479 -0.02 0.00 0.01
C 1.906 2.702 2.311 -0.02 -0.17 -0.10
C 3.510 -0.156 -2.474 -0.16 0.63 0.71
C 3.415 0.242 -3.801 -0.13 -0.03 -0.03
C 3.534 -0.710 -4.800 0.05 0.08 -0.07
C 3.781 -2.034 -4.471 0.00 0.00 -0.08
C 3.921 -2.421 -3.146 0.05 0.01 0.07
C 3.792 -1.479 -2.142 -0.06 -0.12 0.02
C 4.833 1.273 -0.258 -0.58 -0.23 -0.02
C 5.019 0.910 1.071 -0.14 0.11 -0.02
C 6.240 1.151 1.676 0.08 -0.05 -0.02
C 7.272 1.724 0.945 -0.04 -0.01 -0.01
C 7.084 2.078 -0.385 -0.01 -0.04 -0.05
C 5.868 1.840 -0.997 -0.21 0.08 -0.01
H 1.944 2.348 -2.589 0.04 0.00 0.02
H 3.322 3.246 -1.899 0.06 0.05 0.05
H 1.743 4.896 -2.770 0.05 -0.05 -0.08
H 0.745 7.060 -3.324 -0.04 0.06 -0.03
H -0.876 8.112 -1.788 0.04 0.10 0.04
H -1.404 7.051 0.384 -0.04 0.05 0.00
H -0.408 4.861 0.949 -0.02 0.05 0.11
H 3.794 4.571 0.195 0.07 0.10 -0.07
H 5.051 4.933 2.278 0.08 0.08 0.00
H 4.274 3.916 4.383 0.10 -0.02 0.09
H 2.308 2.434 4.401 -0.05 0.05 0.05
H 1.020 2.078 2.304 -0.05 0.03 0.06
H 3.251 1.277 -4.064 -0.06 0.08 -0.06
H 3.434 -0.411 -5.833 0.06 -0.02 -0.08
H 3.880 -2.766 -5.256 0.01 -0.09 -0.09
H 4.140 -3.451 -2.901 0.02 -0.04 0.01
H 3.905 -1.758 -1.102 0.00 -0.11 0.03
H 4.207 0.456 1.619 -0.04 0.00 0.10
H 6.389 0.883 2.711 0.04 -0.04 0.04
H 8.236 1.877 1.405 0.06 0.08 0.07
H 7.886 2.524 -0.953 0.11 0.01 -0.02
H 5.717 2.086 -2.039 0.10 0.06 -0.13
Br -6.001 0.037 -4.707 0.34 -0.01 0.65
C -4.962 0.047 -3.123 -0.02 0.03 -0.32
C -5.566 -0.029 -1.867 -0.03 0.08 -0.30
C -4.807 -0.042 -0.717 0.41 -0.01 0.21
C -3.405 0.042 -0.794 -0.49 -0.05 -1.58
C -2.821 0.119 -2.070 -0.25 -0.10 0.53
C -3.570 0.119 -3.221 -0.19 0.03 -0.12
N -2.542 0.000 0.279 1.78 0.15 0.82
C -2.830 0.127 1.519 -0.09 0.01 -0.49
C -1.828 -0.037 2.561 0.09 0.13 0.75
C -2.162 0.104 3.912 0.06 -0.08 -0.62
C -1.190 -0.111 4.878 0.28 -0.05 -0.08
C 0.092 -0.456 4.477 -0.22 -0.01 -0.15
C 0.355 -0.558 3.118 0.65 -0.13 0.23
N -0.575 -0.350 2.197 0.27 0.41 -1.48
H -6.641 -0.076 -1.808 -0.12 -0.04 0.08
H -5.311 -0.121 0.235 -0.03 -0.03 0.09
H -1.736 0.171 -2.142 0.24 0.00 -0.08
H -3.096 0.156 -4.190 0.01 0.03 -0.04
H -3.839 0.349 1.860 -0.05 -0.01 -0.19
H -3.162 0.382 4.204 -0.15 -0.03 -0.09
H -1.427 -0.013 5.927 -0.05 0.02 0.06
H 0.875 -0.645 5.194 0.09 -0.04 0.03
H 1.338 -0.820 2.747 0.06 0.01 0.11
C -1.393 -5.670 0.235 -0.15 -0.30 0.05
C 0.051 -5.293 -0.074 0.00 0.94 -0.22
C 0.500 -5.822 -1.435 0.01 -0.45 -0.03
C 1.013 -5.682 1.041 0.12 -0.25 0.15
C 0.086 -3.821 -0.164 -0.05 -0.83 0.03
C 0.105 -2.618 -0.097 -0.08 4.37 -0.37
H -1.486 -6.753 0.301 0.03 -0.05 -0.01
H -2.062 -5.320 -0.547 -0.07 0.00 -0.07
H -1.711 -5.247 1.184 -0.03 0.03 0.10
H 0.490 -6.911 -1.393 0.01 -0.04 -0.06
H 1.511 -5.505 -1.676 0.10 0.06 -0.01
H -0.173 -5.508 -2.228 -0.06 0.05 -0.07
H 1.049 -6.765 1.145 -0.04 -0.06 -0.04
H 0.689 -5.262 1.990 -0.01 0.02 0.11
H 2.018 -5.329 0.824 0.11 0.01 0.00
```
Positions in Å, forces in eV/Å.

**HOMO energy**: -15.812 eV
**Energy above the lowest of the compared OMol25 structures with the same formula, charge and spin**: 77.5 kcal/mol
**Total charge**: +3
**Frontier orbital gap**: 3.68 eV
**Multiplicity**: 1

No. 2
# C4H6F3NO3

The molecule C4H6F3NO3 (wB97M-V/def2-TZVPD, OMol25).

Structure (XYZ):
```
17
Properties=species:S:1:pos:R:3:forces:R:3
O -1.505 0.967 -1.782 -0.30 0.32 0.37
C -0.396 0.572 -1.989 0.05 -0.36 0.02
O 0.491 1.354 -2.649 -0.02 -0.18 -0.49
N 0.061 -0.667 -1.564 0.57 0.26 -0.14
C -0.133 -1.038 -0.161 -0.34 -0.24 -0.08
C -0.141 0.165 0.777 0.06 0.06 0.01
O 1.070 0.874 0.612 -0.07 0.09 -0.05
C -0.272 -0.278 2.238 -0.03 0.05 0.05
F -0.841 0.692 2.977 0.13 0.00 0.02
F 0.912 -0.564 2.787 -0.04 -0.08 -0.01
F -1.049 -1.371 2.361 -0.02 0.05 -0.01
H 1.301 0.876 -2.860 0.04 0.09 0.15
H 0.974 -0.910 -1.917 0.05 0.05 0.22
H 0.698 -1.687 0.123 -0.05 -0.01 -0.05
H -1.055 -1.607 -0.045 0.01 0.08 0.03
H -1.001 0.809 0.580 -0.01 -0.15 -0.09
H 0.887 1.814 0.512 -0.02 -0.03 0.06
```
Positions in Å, forces in eV/Å.

**HOMO energy**: -10.517 eV
**SMILES**: O=C(O)NC[C@H](O)C(F)(F)F
**Energy above the lowest of the compared OMol25 structures with the same formula, charge and spin**: 0.0 kcal/mol
**Frontier orbital gap**: 10.79 eV
**Multiplicity**: 1